[1]
The following is a quantum chemistry calculation of a molecular structure, C25H45GdNP2S, from the Open Molecules 2025 dataset.

ΔE to the lowest compared entry with this formula, charge and spin = 911.0 kJ/mol
charge = +1
HOMO energy (alpha / beta) = -0.362 / -0.362 Ha
LUMO (alpha / beta) = -0.1325 / -0.1659 Ha
spin multiplicity = 8
HOMO-LUMO gap (alpha / beta) = 6.2378 / 5.3412 eV

The geometry in XYZ format:
```
75
C25H45GdNP2S | the Open Molecules 2025 dataset | ωB97M-V/def2-TZVPD
Gd 0.0000 0.0000 0.0000
C -1.6343 1.5906 0.0949
C -1.9991 0.6246 -0.9358
C -1.8850 -0.6087 1.0580
C -1.6353 0.8324 1.3428
C -2.1496 -0.7345 -0.3678
C -1.7289 3.1230 -0.0264
H -1.3977 3.4677 -1.0052
H -1.1235 3.6314 0.7192
H -2.7592 3.4516 0.1084
C -1.6362 1.4346 2.7598
H -1.4472 2.5051 2.7583
H -0.9101 0.9599 3.4158
H -2.6144 1.2917 3.2179
C -2.1452 -1.6842 2.1268
H -3.2094 -1.7555 2.3493
H -1.6281 -1.4556 3.0583
H -1.8053 -2.6641 1.7994
C -3.0821 -1.8791 -0.8468
H -4.1106 -1.6148 -0.6007
H -2.8804 -2.8072 -0.3154
H -3.0854 -2.1154 -1.9047
C -2.8714 1.1658 -2.0926
H -3.7958 1.5575 -1.6680
H -3.2030 0.4085 -2.7987
H -2.4195 2.0036 -2.6153
C 1.5404 0.3950 -3.4194
C 0.5223 1.2642 -3.5716
C -0.0568 1.6293 -4.9220
C -0.9173 0.4799 -5.4710
C -0.9604 -0.7475 -4.5440
C 0.0595 -1.5880 -4.4667
C 1.3772 -1.3784 -5.2144
C 2.2447 -0.2786 -4.5858
H 0.7504 1.8590 -5.6180
H -0.5124 0.1787 -6.4362
H -0.6230 2.5569 -4.8392
H 2.5106 0.4668 -5.3356
H 1.9523 0.0367 -2.5048
H 0.0016 1.7667 -2.7992
H 3.1990 -0.6796 -4.2447
H 1.9123 -2.3201 -5.3241
H -0.0686 -2.5793 -4.1086
H 1.1672 -1.1125 -6.2491
H -1.9139 0.8076 -5.7562
H -1.9127 -1.0779 -4.2265
P 1.6241 1.6550 0.5568
C 1.3842 2.5912 2.1938
H 2.2562 3.2057 2.4155
H 1.2451 1.9264 3.0428
H 0.5342 3.2639 2.1333
C 3.4486 1.2325 0.8469
H 3.9902 2.0834 1.2595
H 3.9322 0.9529 -0.0885
H 3.5396 0.3995 1.5435
C 1.9583 3.2791 -0.3816
H 2.4569 3.0871 -1.3313
H 2.6127 3.9349 0.1923
H 1.0304 3.8161 -0.5732
P 0.9116 -2.1330 -0.2588
C -0.1992 -3.6543 -0.6212
H 0.3980 -4.4789 -1.0116
H -0.9925 -3.4491 -1.3321
H -0.7205 -4.0075 0.2682
C 2.6357 -2.6126 -0.9172
H 2.6147 -2.8155 -1.9772
H 3.0371 -3.5259 -0.4797
H 3.3526 -1.8175 -0.7156
C 1.3819 -3.1716 1.2993
H 1.6039 -4.2140 1.0661
H 0.5716 -3.1801 2.0290
H 2.2769 -2.7760 1.7812
S 0.0000 0.0000 4.9356
C 0.0000 0.0000 3.3156
N 0.0000 0.0000 2.0000
```

***

[2]
The following is a quantum chemistry calculation of 4 unconnected molecules or ions with the total composition C25H45IO8, from the Open Molecules 2025 dataset.

SMILES string = Cc1ccc(C[C@@H]2OC(=O)[C@H](CCCO)[C@@]2(COO)C[C@H](C)I)cc1.CCO.CCO.CCO
HOMO energy = -0.324 Ha
LUMO = 0.0127 Ha
HOMO-LUMO gap = 9.1585 eV

The geometry in XYZ format:
```
79
C25H45IO8 | the Open Molecules 2025 dataset | ωB97M-V/def2-TZVPD
C 5.1539 0.2541 1.4897
C 3.7139 0.2672 1.0680
C 3.2963 0.8544 -0.1306
C 1.9679 0.8266 -0.5210
C 0.9898 0.2225 0.2683
C -0.4541 0.1710 -0.1667
C -1.2490 1.4463 0.1239
O -0.4659 2.6386 0.1249
C -1.3462 3.5552 0.6655
O -1.5973 4.6010 0.1906
C -1.8803 2.8729 1.9220
C -0.6239 2.8605 2.8395
C -0.9343 3.0567 4.3467
C 0.1616 3.8290 5.0664
O 0.9831 2.8784 5.7636
C -2.2940 1.5103 1.3218
C -2.2015 0.3540 2.2963
O -2.4704 0.8063 3.6078
O -2.3567 -0.3017 4.4795
C -3.6669 1.5367 0.6084
C -4.9420 1.2406 1.3950
C -6.1339 1.3966 0.4384
I -5.3318 2.5625 3.0412
C 1.4179 -0.3643 1.4632
C 2.7375 -0.3418 1.8582
H 5.6266 1.2181 1.3268
H 5.6802 -0.4711 0.8667
H 5.2530 -0.0850 2.5150
H 4.0265 1.3178 -0.7807
H 1.6915 1.2792 -1.4603
H -0.4804 0.0162 -1.2432
H -0.9166 -0.7108 0.2724
H -1.8638 1.5759 -0.7696
H -2.6679 3.5270 2.2785
H -0.0624 1.9463 2.6695
H -0.0179 3.7101 2.5324
H -0.9802 2.0762 4.8033
H -1.9066 3.5338 4.4274
H 0.7958 4.3579 4.3542
H -0.2799 4.5420 5.7644
H 1.8062 3.3311 5.9679
H -1.2085 -0.1028 2.2870
H -2.9023 -0.4432 2.0419
H -1.4082 -0.5083 4.5006
H -3.8053 2.4930 0.1046
H -3.6272 0.7675 -0.1661
H -4.9745 0.2211 1.7634
H -7.0641 1.2456 0.9770
H -6.0349 0.7380 -0.4209
H -6.1522 2.4314 0.1009
H 0.7361 -0.8824 2.1272
H 3.0205 -0.8050 2.7919
C 1.1534 -4.0325 -1.5168
C 1.8891 -3.7440 -0.2201
O 2.7024 -2.5885 -0.3383
H 1.8589 -4.1696 -2.3346
H 0.5379 -4.9306 -1.4318
H 0.5065 -3.1927 -1.7866
H 2.5493 -4.5703 0.0408
H 1.1741 -3.6032 0.6018
H 2.1377 -1.8372 -0.5527
C 3.6839 -0.0524 -4.9672
C 2.9076 -0.2954 -3.6865
O 1.7183 0.4996 -3.6357
H 3.9517 1.0012 -5.0555
H 4.5961 -0.6499 -4.9903
H 3.0802 -0.3106 -5.8407
H 3.5034 -0.0226 -2.8199
H 2.6394 -1.3528 -3.5949
H 1.1814 0.2488 -4.3939
C -1.3794 -5.2455 -5.2127
C -0.6168 -3.9405 -5.0789
O 0.7707 -4.1620 -4.8402
H -1.2606 -5.8475 -4.3114
H -2.4426 -5.0646 -5.3767
H -0.9962 -5.8320 -6.0510
H -0.9887 -3.3664 -4.2312
H -0.7375 -3.3334 -5.9827
H 1.1230 -4.6582 -5.5853
```

***

How do the records compare in E_tot? In the order shown, they have -78374.41756 -51131.54368 eV.